# 1
DFT (ωB97M-V with the def2-TZVPD basis set) results for 15 unconnected molecules or ions with the total composition C49H88Br2O42 at a distorted geometry.

```
181
Properties=species:S:1:pos:R:3:mulliken_charge:R:1
C 3.6033 -0.7737 -2.2145 -1.694
C 3.1861 0.6687 -1.9585 1.599
C 4.3385 1.3881 -1.2372 0.298
O 4.6100 2.4551 -2.0216 -0.343
C 4.0826 2.3434 -3.1963 0.524
O 4.3776 3.0161 -4.1940 -0.638
O 3.1790 1.2934 -3.1714 -0.189
H 3.5897 -1.3023 -1.2614 0.462
H 4.5907 -0.9399 -2.6451 0.510
H 2.9474 -1.2008 -2.9731 -0.210
H 2.2739 0.7602 -1.3688 -0.371
H 5.1047 0.6529 -0.9913 0.321
H 3.9949 1.8333 -0.3034 -0.280
C -3.9767 -3.2575 -0.4321 -0.547
C -4.1281 -4.4625 -1.3677 0.461
C -5.1027 -4.4448 -2.4797 -0.713
O -4.4652 -4.9180 -3.6003 -0.388
C -3.0996 -4.9786 -3.3210 0.383
O -2.2347 -5.2973 -4.1945 -0.615
O -2.8796 -4.5907 -2.0463 0.215
H -4.9384 -2.9581 -0.0154 0.385
H -3.7188 -2.3635 -1.0000 -0.233
H -3.1972 -3.3275 0.3266 0.063
H -4.2774 -5.3926 -0.8192 0.299
H -5.3767 -3.3992 -2.6206 0.379
H -5.9743 -5.0774 -2.3116 0.370
C 0.6079 -4.7714 -1.3757 -0.493
C 0.8766 -5.7833 -0.2546 0.841
C -0.2877 -5.9216 0.7016 0.296
O -1.0141 -6.9762 0.1047 -0.390
C -0.2155 -7.7174 -0.7398 0.575
O -0.4102 -8.8027 -1.2592 -0.576
O 0.9904 -7.0283 -0.8999 -0.454
H 1.3608 -4.6631 -2.1564 0.311
H 0.5891 -3.7613 -0.9665 -0.178
H -0.3599 -4.9532 -1.8431 0.069
H 1.7380 -5.4379 0.3170 0.125
H -0.9345 -5.0470 0.7706 -0.531
H -0.0394 -6.2871 1.6980 0.389
C -1.8558 2.8527 -3.0158 -0.246
C -0.4672 3.0017 -2.4220 1.679
C 0.5859 3.5572 -3.4075 0.733
O 1.2327 4.5644 -2.7306 -0.373
C 0.4835 4.9565 -1.6965 0.456
O 0.6256 5.9625 -1.0164 -0.645
O -0.5499 4.1246 -1.6292 -0.369
H -2.0429 1.9104 -3.5307 -0.504
H -2.0579 3.6001 -3.7831 0.712
H -2.6936 2.9240 -2.3222 -0.554
H -0.1778 2.2521 -1.6855 -0.389
H 0.1669 3.8510 -4.3699 0.123
H 1.3958 2.8448 -3.5645 -0.627
C 7.9448 0.2688 4.4465 -1.409
C 7.3326 -1.0282 4.9080 0.324
C 6.6312 -0.8421 6.3146 -0.572
O 5.2687 -0.8910 6.0638 -0.314
C 5.0054 -1.2072 4.7549 0.270
O 3.9141 -1.1602 4.2623 0.001
O 6.2035 -1.4621 4.1264 -0.343
H 8.4924 0.7430 5.2610 0.398
H 7.1866 0.9835 4.1267 0.334
H 8.6204 0.0681 3.6150 0.364
H 8.1122 -1.7735 5.0650 0.365
H 6.8980 0.1311 6.7267 0.339
H 7.0300 -1.6845 6.8798 0.291
Br 4.1976 3.2887 2.1158 -0.210
C 2.2913 3.9681 1.7807 -0.024
C 1.6601 4.3138 3.0929 0.294
Br -0.2749 4.5793 2.8809 -0.140
H 1.6917 3.1438 1.3945 -0.325
H 2.3993 4.7977 1.0819 0.597
H 2.1136 5.1755 3.5828 0.445
H 1.8572 3.5088 3.8008 -0.616
C 1.8424 5.2765 8.2624 -0.732
O 1.8644 3.9035 7.9356 -0.338
C 2.5989 3.5376 6.8629 0.833
O 3.3430 4.2569 6.2209 -0.608
O 2.2949 2.2869 6.5809 -0.198
C 2.9492 1.4487 5.6771 0.178
H 1.2227 5.4841 9.1347 0.297
H 1.1656 5.7560 7.5552 0.298
H 2.7947 5.8029 8.1983 0.299
H 2.8792 1.8641 4.6718 -0.058
H 2.5578 0.4329 5.6217 -0.307
H 3.9799 1.3737 6.0237 0.331
C -1.5584 -2.5540 3.0901 0.661
O -2.9015 -2.2225 2.7248 -0.426
C -3.1670 -1.0164 2.2384 0.605
O -2.3623 -0.0793 2.3398 -0.188
O -4.4231 -0.9371 1.8096 -0.493
C -4.9011 -0.0035 0.9601 -0.286
H -1.2749 -3.3660 2.4204 -0.415
H -1.5093 -2.8712 4.1318 0.345
H -0.9758 -1.6955 2.7561 -0.402
H -5.8581 -0.3403 0.5616 0.273
H -4.2620 0.1066 0.0840 -0.222
H -5.0761 0.8969 1.5490 0.620
C -3.0605 2.9866 0.5280 0.141
O -3.4021 4.4365 0.4385 -0.221
C -4.7024 4.8207 0.7945 0.679
O -5.6233 4.0400 1.1872 -0.628
O -4.8627 6.1161 0.6229 -0.302
C -6.1409 6.6469 0.8623 -0.697
H -3.2822 2.5723 1.5115 0.696
H -1.9904 2.8626 0.3621 -0.046
H -3.6198 2.4166 -0.2139 -0.602
H -6.7755 6.6129 -0.0233 0.277
H -5.9590 7.6818 1.1521 0.268
H -6.6885 6.2039 1.6942 0.325
C 0.3600 -2.4282 -4.8011 0.062
O 0.7247 -1.5549 -5.8310 -0.463
C 0.8591 -0.1686 -5.5526 0.148
O 0.5613 0.3863 -4.4678 0.474
O 1.3221 0.4637 -6.6337 -0.462
C 1.7354 1.8332 -6.6006 -0.238
H -0.4760 -1.8999 -4.3426 -0.290
H 1.1774 -2.5313 -4.0875 0.180
H -0.1125 -3.3711 -5.0762 0.307
H 0.9554 2.4774 -6.1947 -0.066
H 2.0480 2.2514 -7.5574 0.327
H 2.5826 1.8837 -5.9166 0.146
C -3.6176 -1.7579 -4.5006 -0.662
O -3.9360 -0.3746 -4.2843 -0.117
C -4.5908 0.0858 -3.2351 0.920
O -4.8958 -0.6291 -2.2812 -0.748
O -4.7986 1.4159 -3.3628 -0.103
C -5.4250 2.1321 -2.3628 -0.819
H -2.5991 -1.8703 -4.1289 -0.085
H -3.5946 -1.9959 -5.5641 0.431
H -4.2877 -2.4292 -3.9637 0.275
H -6.4703 2.2544 -2.6464 0.464
H -4.9697 3.1163 -2.2527 0.271
H -5.3318 1.6936 -1.3692 0.089
C -1.1810 -0.7023 -1.4708 0.879
O -0.2262 -0.0238 -0.6860 0.200
C 0.3667 -0.7305 0.2569 0.398
O 0.2665 -1.9179 0.5448 -0.421
O 1.2146 0.1754 0.8416 0.110
C 1.8848 -0.1680 2.0808 -0.668
H -1.8629 -1.1638 -0.7566 0.010
H -0.8376 -1.4205 -2.2154 -0.090
H -1.7301 0.0076 -2.0893 -0.911
H 2.4394 -1.0885 1.8984 0.303
H 1.2977 -0.2030 2.9985 0.129
H 2.5183 0.7034 2.2463 0.001
C -1.5322 1.2614 5.2819 -0.657
O -0.3496 0.4817 5.3916 0.110
C -0.3674 -0.7633 5.8927 0.727
O -1.3373 -1.4458 6.1795 -0.666
O 0.8146 -1.2020 6.0737 -0.128
C 1.0309 -2.4380 6.6624 -0.767
H -1.5170 2.3090 5.5825 0.296
H -2.3555 0.8677 5.8779 0.347
H -1.8391 1.1754 4.2395 0.018
H 2.0317 -2.8165 6.4548 0.154
H 0.3345 -3.1104 6.1612 0.322
H 0.7894 -2.3235 7.7191 0.293
C -2.0974 1.6860 -6.3709 -0.051
O -2.9276 2.8118 -6.0939 -0.241
C -4.2154 2.7626 -6.5108 0.863
O -4.7967 1.7849 -6.9927 -0.625
O -4.6607 3.9408 -6.2751 -0.306
C -5.9137 4.4187 -6.7770 -0.714
H -2.7303 0.8135 -6.2087 0.219
H -1.3427 1.5625 -5.5941 -0.539
H -1.7171 1.7013 -7.3923 0.485
H -6.0035 4.1888 -7.8387 0.317
H -6.0261 5.4977 -6.6716 0.260
H -6.7454 3.9673 -6.2361 0.289
C 4.6777 -6.1006 -1.6295 -0.779
O 4.1485 -5.1656 -0.7676 -0.035
C 4.9540 -4.3116 -0.1240 0.605
O 6.1057 -4.0216 -0.4740 -0.650
O 4.2664 -3.8482 0.8784 -0.145
C 4.8424 -3.1207 1.9204 -0.781
H 5.5236 -6.6789 -1.2578 0.318
H 4.9226 -5.5815 -2.5561 0.312
H 3.8933 -6.8101 -1.8927 0.186
H 4.3199 -3.2868 2.8625 0.266
H 4.7798 -2.0501 1.7254 0.250
H 5.9213 -3.2456 2.0126 0.416
```

- Gap between HOMO and LUMO: 10.40 eV
- Multiplicity: 1
- HOMO energy: -10.265 eV



# 2
DFT (ωB97M-V with the def2-TZVPD basis set) results for a molecular structure, C4AlF12N2O8S4 at a distorted geometry.

```
31
Properties=species:S:1:pos:R:3:mulliken_charge:R:1
Al 13.8056 10.9657 7.3636 1.195
C 8.8537 10.3124 7.1273 0.758
F 9.3068 11.0150 6.0909 -0.215
F 7.9146 10.9876 7.7395 -0.163
F 8.4421 9.1534 6.6940 -0.156
S 10.2480 10.2142 8.3757 0.941
O 10.7169 11.5269 8.6481 -0.573
O 9.7568 9.4727 9.4747 -0.499
N 11.5635 9.4188 7.5327 -0.249
S 11.2877 7.8676 7.8682 0.938
O 11.9655 7.4880 9.0863 -0.537
O 9.9739 7.3112 7.7684 -0.427
C 12.2037 6.9231 6.4891 0.662
F 13.5161 6.9421 6.5993 -0.188
F 11.7398 5.6988 6.4937 -0.175
F 11.8241 7.4935 5.3372 -0.231
C 16.8670 12.1822 10.4449 0.719
F 17.1496 13.1888 11.1969 -0.119
F 17.9174 11.4706 10.0864 -0.182
F 16.0051 11.3607 11.0038 -0.198
S 16.2194 12.7353 8.6983 1.059
O 17.0441 13.7369 8.1514 -0.457
O 16.1208 11.4856 7.9438 -0.643
N 14.5150 13.0005 8.8774 -0.262
S 14.2289 14.4992 9.4697 0.966
O 14.7866 14.5860 10.7861 -0.551
O 14.5732 15.5302 8.5452 -0.538
C 12.3269 14.5163 9.5815 0.696
F 11.8927 13.8809 8.4990 -0.209
F 11.8808 14.0421 10.7115 -0.177
F 11.9578 15.7812 9.4813 -0.186
```

- Gap between HOMO and LUMO: 3.63 eV
- Charge: +1
- Multiplicity: 1
- HOMO energy: -14.321 eV



# 3
DFT (ωB97M-V with the def2-TZVPD basis set) results for a molecular structure, C4BO8Sn at a distorted geometry.

```
14
Properties=species:S:1:pos:R:3:mulliken_charge:R:1
Sn 3.6838 -2.4497 3.4964 1.666
O 0.1504 -3.2390 0.1195 -0.541
C 0.1751 -2.0482 0.0373 0.623
O -0.6170 -1.2796 -0.6541 -0.422
B -0.3089 0.1365 -0.3553 0.936
O 0.9275 0.0650 0.4992 -0.468
C 1.2569 -1.1595 0.6655 0.549
O 2.1774 -1.5351 1.3862 -0.585
O -1.3982 0.8401 0.3676 -0.479
C -1.7536 1.9446 -0.2924 0.602
O -2.5209 2.7644 0.0919 -0.494
C -0.8280 2.0639 -1.5103 0.578
O -0.1107 0.9561 -1.5447 -0.472
O -0.8337 2.9405 -2.3066 -0.493
```

- Gap between HOMO and LUMO: 1.82 eV
- Charge: +1
- Multiplicity: 1
- HOMO energy: -11.736 eV



Number 1: E -10227.9535 Ha. Number 2: E -3896.8298 Ha. Number 3: E -993.2585 Ha.